The following is a DFT calculation (ωB97M-V with the def2-TZVPD basis set) of a cluster of 2 separate species, CH4NOP in total in a non-equilibrium geometry.

Geometry as ORCA input:
```
! RIJCOSX wB97M-V def2-TZVPD def2/J DEFGRID3
* xyz 0 1
C -0.2457 0.4723 0.7853
N 0.8499 0.8881 0.9444
O 2.0182 0.9912 0.8313
P -0.7697 -1.1559 -1.3242
H -1.0277 0.9607 1.2814
H 0.0075 -0.0689 -1.7383
H -1.2211 -0.4439 -0.1367
H 0.3887 -1.6436 -0.6434
*
```

## Properties
Frontier orbital gap   9.1 eV
Energy relative to the best compared isomer or geometry (same formula, charge and spin)   5.563 eV
E   -511.6597 a.u.
HOMO energy   -8.80 eV



The following is a DFT calculation (ωB97M-V with the def2-TZVPD basis set) of a cluster of 2 separate species, CH4NOP in total in a non-equilibrium geometry.

Geometry as ORCA input:
```
! RIJCOSX wB97M-V def2-TZVPD def2/J DEFGRID3
* xyz 0 1
C -1.0502 -0.1919 -0.0972
N 0.2313 -0.6196 -0.0698
O -1.2307 0.9874 0.0228
P 1.5673 0.4391 -0.1219
H -1.7476 -0.9374 -0.0462
H 0.5028 -2.1717 0.0940
H 0.6986 1.3114 -0.8599
H 1.0283 1.1828 1.0782
*
```

## Properties
Frontier orbital gap   9.2 eV
Energy relative to the best compared isomer or geometry (same formula, charge and spin)   3.855 eV
E   -511.7225 a.u.
HOMO energy   -9.87 eV



The following is a DFT calculation (ωB97M-V with the def2-TZVPD basis set) of the ion CH4NOS with charge -1 in a non-equilibrium geometry.

Geometry as ORCA input:
```
! RIJCOSX wB97M-V def2-TZVPD def2/J DEFGRID3
* xyz -1 1
C -0.4632 0.1478 0.0552
N 0.6199 0.7686 -0.5497
O 0.2290 2.0917 -0.8314
S -0.1445 -1.5988 0.6467
H -1.2945 -0.0138 -0.6710
H -0.7653 0.6370 1.0144
H 1.2894 0.7283 0.2560
H -0.0118 -2.2667 -0.4958
*
```

## Properties
Frontier orbital gap   5.2 eV
Energy relative to the best compared isomer or geometry (same formula, charge and spin)   3.959 eV
E   -568.6052 a.u.
HOMO energy   -1.73 eV



The following is a DFT calculation (ωB97M-V with the def2-TZVPD basis set) of a cluster of 2 separate species, CH4NP in total in a non-equilibrium geometry.

Geometry as ORCA input:
```
! RIJCOSX wB97M-V def2-TZVPD def2/J DEFGRID3
* xyz 0 1
C -0.4242 0.8030 0.0776
N 0.3087 -0.2863 -0.3713
P 0.4562 -1.7279 0.1494
H -0.4075 1.6372 -0.5583
H 0.2054 1.2825 1.3107
H -1.4150 0.4909 0.1801
H 1.2765 -2.1993 -0.7882
*
```

## Properties
Frontier orbital gap   8.3 eV
Energy relative to the best compared isomer or geometry (same formula, charge and spin)   1.855 eV
E   -436.4958 a.u.
HOMO energy   -8.66 eV